Formula: CH2I2S
Source: the OMol25 dataset
Level of theory: wB97M-V/def2-TZVPD

Last column: Löwdin charge in e.
Geometry (Å):
C (2.011, 0.285, 0.217)  -0.35
I (-0.140, 0.765, 0.467)  0.77
S (-3.000, 0.556, -0.315)  -0.49
H (2.239, -0.770, -0.025)  -0.03
H (2.587, 0.895, -0.432)  -0.07
I (-3.697, -1.730, 0.087)  0.17

Summary:
Strongest force on any atom   2.63 eV/A
Charge   0
Relative energy (zero: lowest compared OMol25 entry of this formula, charge and spin)   347.0 kJ/mol
LUMO energy (alpha / beta)   -3.10 / -3.10 eV

Formula: C24H28N6O
Source: the OMol25 dataset
Level of theory: wB97M-V/def2-TZVPD

Last column: Löwdin charge in e.
Geometry (Å):
H (0.204, -3.638, 1.535)  0.09
H (-0.790, -2.325, -3.918)  0.13
C (-1.440, -5.169, -1.158)  -0.09
C (0.787, -0.373, 1.379)  -0.02
C (-2.215, 0.131, 3.422)  -0.03
C (4.230, 3.784, -0.800)  -0.08
H (4.581, 2.121, -2.113)  0.11
C (-1.102, -1.857, -2.980)  -0.10
H (-0.561, -4.533, -3.003)  0.11
H (-2.466, -1.491, -0.699)  0.11
H (-1.500, 3.680, 3.144)  0.09
H (1.239, 4.418, 0.722)  0.12
N (-0.882, -1.538, 2.236)  0.13
C (-1.478, -2.901, -1.961)  -0.22
N (0.231, -1.590, 1.513)  -0.19
H (1.702, -0.229, 0.838)  0.13
N (1.667, 2.845, -0.561)  0.07
O (-1.513, 0.494, -1.791)  0.04
H (3.558, 5.341, 0.541)  0.10
C (-1.701, 3.395, 2.113)  -0.09
H (1.350, 2.129, 2.019)  0.11
H (-1.447, 1.718, 0.046)  0.12
H (1.507, -1.660, -3.773)  0.10
H (-2.070, 4.274, 1.581)  0.09
H (-1.151, -6.202, -1.294)  0.10
C (0.289, 1.981, 2.260)  -0.14
H (-3.047, -3.155, 1.025)  0.10
H (1.390, -2.524, -2.228)  0.08
H (-3.050, 0.451, 2.799)  0.07
C (2.576, 2.166, -1.374)  -0.26
C (-1.056, -0.271, 2.579)  -0.30
N (-0.014, -1.011, -2.508)  -0.07
C (-0.337, 0.171, -1.938)  -0.38
C (0.722, 1.103, -1.499)  -0.14
H (0.533, -2.935, -0.056)  0.06
C (3.887, 2.654, -1.485)  0.00
C (-0.012, 0.526, 2.059)  -0.15
C (-2.183, -2.525, -0.822)  -0.04
C (3.278, 4.447, 0.008)  -0.06
N (-0.471, 2.962, 1.484)  -0.22
H (5.230, 4.182, -0.869)  0.10
C (0.490, 2.166, -0.634)  -0.13
N (2.009, 1.118, -1.936)  0.14
H (1.799, -2.916, 1.195)  0.09
C (1.309, -1.542, -2.704)  -0.04
H (-2.489, 2.632, 2.099)  0.08
H (-1.942, 0.949, 4.085)  0.07
C (-0.736, 2.556, 0.108)  -0.12
C (-2.142, -4.787, -0.028)  -0.10
H (2.047, -0.861, -2.291)  0.06
H (-1.959, -1.203, -3.164)  0.13
C (-1.106, -4.229, -2.119)  -0.06
C (0.726, -2.839, 1.014)  -0.01
H (-2.542, -0.722, 4.011)  0.08
H (-2.401, -5.521, 0.720)  0.10
H (0.158, 2.235, 3.315)  0.12
C (-2.512, -3.462, 0.140)  -0.09
H (-1.199, 3.413, -0.397)  0.14
C (2.010, 3.969, 0.116)  -0.04

Summary:
Strongest force on any atom   1.10 eV/A
Charge   0
Relative energy (zero: lowest compared OMol25 entry of this formula, charge and spin)   0.0 kJ/mol
LUMO energy   0.52 eV